(1)
ORCA calculation (ωB97M-V/def2-TZVPD) on a molecular structure, C37H40N8OPTc in a non-equilibrium geometry.

CARTESIAN COORDINATES (ANGSTROEM)
Tc 0.2217 -0.1140 -0.6793
C -2.6317 -3.1209 0.6843
C -1.5091 -2.1743 0.4600
N -1.4118 -1.4021 -0.5775
C -2.2134 -1.6706 -1.7748
C -1.4186 -1.1489 -2.9819
N 0.0232 -1.0574 -2.6387
C 0.8239 -0.3346 -3.6497
C 0.5470 1.1558 -3.5363
N 0.5726 1.5931 -2.1102
C 1.8460 2.2427 -1.6788
C 2.8743 1.2283 -1.1962
N 2.1932 0.2871 -0.3046
C 2.7667 -0.3638 0.6580
C 4.1968 -0.2586 1.0415
C 1.8531 -1.2641 1.3959
C 2.1518 -2.0148 2.5142
C 1.1688 -2.8478 3.0503
C -0.0740 -2.9268 2.4497
C -0.3321 -2.1344 1.3344
N 0.6158 -1.3159 0.8513
H -2.4787 -4.0572 0.1375
H -3.5740 -2.6899 0.3490
H -2.7257 -3.3667 1.7398
H -3.1917 -1.1873 -1.7181
H -2.3784 -2.7441 -1.8615
H -1.7680 -0.1569 -3.2654
H -1.5690 -1.8051 -3.8406
H 0.4094 -2.0007 -2.5052
H 0.5936 -0.6825 -4.6599
H 1.8746 -0.5464 -3.4545
H -0.4378 1.3891 -3.9391
H 1.2767 1.7104 -4.1274
H -0.1416 2.3123 -2.0131
H 1.5952 2.9213 -0.8617
H 2.2752 2.8352 -2.4878
H 3.6929 1.7541 -0.7057
H 3.2968 0.6586 -2.0261
H 4.8025 0.1955 0.2637
H 4.6034 -1.2471 1.2582
H 4.2949 0.3317 1.9587
H 3.1353 -1.9719 2.9624
H 1.3849 -3.4454 3.9258
H -0.8314 -3.5955 2.8339
C -4.0299 -0.6219 3.4705
C -4.4275 -0.0140 2.2876
C -3.4952 0.6245 1.4800
C -2.1527 0.6571 1.8541
C -1.7593 0.0489 3.0493
C -2.6944 -0.5858 3.8529
P -0.8624 1.4697 0.8613
C 0.0647 2.4277 2.0911
C 1.4413 2.6237 2.0221
C 2.0754 3.4519 2.9386
C 1.3364 4.0881 3.9243
C -0.0387 3.8984 3.9972
C -0.6772 3.0728 3.0870
C -1.6722 2.6962 -0.2027
C -1.5012 4.0676 -0.0207
C -2.1516 4.9644 -0.8605
C -2.9705 4.5033 -1.8803
C -3.1209 3.1366 -2.0898
C -2.4688 2.2385 -1.2618
H -4.7626 -1.1007 4.1070
H -5.4725 -0.0115 2.0057
H -3.8290 1.1297 0.5834
H -0.7260 0.1135 3.3748
H -2.3875 -1.0264 4.7934
H 2.0254 2.1383 1.2514
H 3.1448 3.6067 2.8812
H 1.8292 4.7367 4.6364
H -0.6193 4.3962 4.7624
H -1.7493 2.9329 3.1463
H -0.8663 4.4426 0.7707
H -2.0190 6.0276 -0.7104
H -3.4933 5.2075 -2.5138
H -3.7509 2.7793 -2.8943
H -2.5813 1.1689 -1.4236
N 1.6752 -5.8193 -2.1458
C 1.9619 -4.5175 -2.1434
O 1.1972 -3.6359 -1.7467
C 3.3290 -4.1619 -2.6287
C 4.1386 -5.0588 -3.3285
N 4.8048 -5.7992 -3.9192
C 3.7578 -2.8568 -2.3510
N 3.9902 -1.7591 -2.0803
H 0.7766 -6.1374 -1.8207
H 2.3278 -6.5126 -2.4811

Calculated values
2S+1: 4
Frontier orbital gap (spin up / spin down) in eV: 7.44 / 6.27
Charge: +3
E_tot in Eh: -2368.5433
E_HOMO (spin up / spin down) in eV: -16.38 / -16.52
<S²>: 3.793

---

(2)
ORCA calculation (ωB97M-V/def2-TZVPD) on a single C3H10N2S molecule in a non-equilibrium geometry.

CARTESIAN COORDINATES (ANGSTROEM)
C -0.2854 -0.0833 -0.5476
C -0.5205 -1.0914 -1.6060
S -1.2019 -0.2898 -3.1607
N 0.3965 -0.8433 0.5599
C 0.6019 0.1212 1.6995
N 0.6691 1.5539 1.4519
H -1.1720 0.5021 -0.2719
H 0.4490 0.6698 -0.8813
H 0.3659 -1.6282 -1.9341
H -1.2050 -1.9243 -1.4440
H -2.1202 0.3058 -2.4297
H 1.3428 -1.1156 0.3059
H 1.5367 -0.0188 2.2400
H -0.1697 -0.1531 2.4335
H 1.4924 2.0078 1.8044
H -0.1797 1.9872 1.7801

Calculated values
SMILES: NCNCCS
2S+1: 1
Frontier orbital gap in eV: 9.79
Charge: 0
Energy above the lowest of the compared OMol25 structures with the same formula, charge and spin in kJ/mol: 103.73
E_tot in Eh: -627.9551
E_HOMO in eV: -8.88

---

(3)
ORCA calculation (ωB97M-V/def2-TZVPD) on 2 unconnected molecules or ions with the total composition C10H7Br2F6N3PS2 in a non-equilibrium geometry.

CARTESIAN COORDINATES (ANGSTROEM)
C 3.7568 1.9718 0.3438
C 3.5296 0.8084 -0.8361
Br 5.2367 0.2996 -1.7725
C 2.7743 -0.4420 -0.0801
Br 3.0503 -2.2290 -0.9936
C 1.1646 -0.1069 0.1983
C 0.2453 0.8606 -0.7589
C -1.3542 1.2316 -0.4484
N -2.0955 2.1917 -1.4018
C -2.0114 3.4779 -0.8538
S -2.0238 4.9514 0.0578
C -2.0993 0.5832 0.8866
C -1.1454 -0.3979 1.8428
N -1.5561 -1.0873 3.1321
S -0.1734 -1.9863 3.7403
N 1.1228 -1.6920 2.5605
C 0.4519 -0.7656 1.5478
H 4.2043 2.9138 -0.2355
H 2.7398 2.2623 0.8447
H 4.5299 1.5876 1.1578
H 2.8562 1.3462 -1.6548
H 3.2567 -0.5599 1.0056
H 0.6780 1.3620 -1.7486
H -3.2173 0.8365 1.1289
F -3.7402 -3.8255 -1.8274
P -3.4172 -2.4882 -1.0947
F -4.8549 -2.3264 -1.6751
F -3.1688 -0.9913 -1.4506
F -2.0742 -2.4494 -1.8844
F -2.6848 -3.3305 -0.0067
F -3.9810 -2.0065 0.2760

Calculated values
2S+1: 1
Frontier orbital gap in eV: 6.76
Charge: -1
E_tot in Eh: -7434.1775
E_HOMO in eV: -6.20

---

(4)
ORCA calculation (ωB97M-V/def2-TZVPD) on a molecular structure, C30H46BrN3P2Pd in a non-equilibrium geometry.

CARTESIAN COORDINATES (ANGSTROEM)
C -3.6223 -1.0468 4.6823
C -3.8232 -1.9260 3.5884
C -4.9969 -1.8618 2.8263
C -5.9159 -0.8654 3.1382
N -5.6854 -0.0182 4.1301
C -4.6143 -0.0771 4.9121
C -2.7324 -2.7527 3.1569
C -1.7263 -3.3470 2.7665
C -0.3538 -3.3793 2.3777
C 0.5705 -2.6626 3.2035
C 1.6199 -1.9774 2.5722
C 1.5751 -2.0007 1.1783
C 0.9703 -3.0279 0.4301
C -0.0239 -3.7770 1.0644
Pd 2.2836 -0.3053 0.2696
P 0.2177 0.7698 0.2543
H -5.1127 -2.4972 1.9656
H -2.6925 -1.0251 5.2486
H -6.8218 -0.7422 2.5551
H -4.4677 0.6443 5.7294
H -0.5793 -4.5515 0.5362
H 0.4824 -2.5309 4.2930
H 1.2531 -3.2369 -0.5970
H 2.3348 -1.4052 3.1184
C 0.1068 2.2888 -0.7707
C -1.2350 3.0257 -0.9306
H 0.4872 1.9867 -1.7593
H 0.8653 2.9789 -0.3724
H -1.0622 3.9097 -1.5632
H -2.0128 2.4352 -1.4348
H -1.6510 3.4064 0.0118
C -1.4052 -0.0784 0.0666
C -2.6307 0.5709 0.7116
H -1.2750 -1.0835 0.4959
H -1.5555 -0.2059 -1.0200
H -3.5200 -0.0129 0.4545
H -2.5825 0.5769 1.8038
H -2.8222 1.5923 0.3772
C 0.1480 1.2568 2.0130
C -0.5212 2.5881 2.3055
H 1.1851 1.2713 2.3745
H -0.3504 0.4288 2.5374
H -0.4398 2.7899 3.3764
H -0.0420 3.4211 1.7851
H -1.5871 2.5969 2.0653
Br 3.1247 0.6335 -1.9877
P 0.3582 -0.8023 -3.3244
C -1.1333 0.1180 -3.8078
C -1.2877 0.1947 -5.3169
H -1.0247 1.1302 -3.3740
H -2.0153 -0.3363 -3.3282
H -2.2000 0.7604 -5.5405
H -0.4336 0.7192 -5.7652
H -1.3950 -0.8003 -5.7716
C 1.6151 -0.8536 -4.6404
C 1.7367 -2.1352 -5.4613
H 2.5577 -0.6249 -4.0998
H 1.4366 0.0128 -5.2989
H 2.5775 -1.9910 -6.1501
H 1.9452 -3.0451 -4.8809
H 0.8371 -2.2863 -6.0732
C -0.1343 -2.5226 -2.9670
C -1.1850 -3.1018 -3.9097
H -0.5014 -2.5351 -1.9242
H 0.7807 -3.1387 -2.9659
H -1.4595 -4.0975 -3.5399
H -2.1002 -2.4977 -3.9268
H -0.8144 -3.2332 -4.9358
C 4.7469 4.5417 0.1574
C 4.3073 3.3742 0.9166
C 4.5269 2.8413 2.1856
C 3.8723 1.5895 2.2285
N 3.2780 1.4009 1.0350
N 3.4929 2.5108 0.2960
C 3.8034 0.6292 3.3200
H 4.8415 5.3912 0.8436
H 5.7278 4.3634 -0.3243
H 4.0337 4.8042 -0.6517
H 5.1211 3.2818 2.9548
H 3.4267 2.4007 -0.7349
H 4.3147 1.0364 4.2051
H 2.7492 0.4714 3.5790
H 4.2335 -0.3474 3.0517

Calculated values
2S+1: 3
Frontier orbital gap (spin up / spin down) in eV: 5.04 / 4.35
Charge: +2
Energy above the lowest of the compared OMol25 structures with the same formula, charge and spin in kJ/mol: 437.45
E_tot in Eh: -4718.8835
E_HOMO (spin up / spin down) in eV: -12.79 / -12.85
<S²>: 2.094

---

What is the formula in the third record?
C10H7Br2F6N3PS2

---

Among the records above, which one has the highest 2S+1?
C37H40N8OPTc

---

What is the E_tot in the first record?
-2368.5433 Eh

---

The highest charge belongs to which entry?
C37H40N8OPTc